175
Properties=species:S:1:pos:R:3:forces:R:3:mulliken_charge:R:1 method="wB97M-V/def2-TZVPD" charge=+1 energy_ev=-130117.590
Tl 0.841 3.447 0.768 0.035 -0.388 0.662 1.85
C 1.978 7.218 -0.141 0.364 -1.983 0.794 0.51
F 2.999 7.365 -0.971 -0.067 1.012 -0.940 -0.23
F 1.704 8.314 0.520 -0.021 0.769 -0.018 -0.20
F 0.876 6.843 -0.816 0.285 0.269 -0.022 -0.20
S 2.635 5.901 1.005 -2.418 -0.830 -0.823 1.14
O 3.570 6.629 1.774 1.120 0.194 0.742 -0.61
O 1.422 5.415 1.733 1.166 1.231 0.021 -0.79
O 3.096 4.844 0.091 0.440 0.678 0.581 -0.72
C -1.180 -0.580 -1.985 2.015 0.598 -0.010 -0.75
C 5.324 -6.421 5.839 1.352 0.889 -2.749 0.00
O 5.291 -5.249 5.835 -0.588 -0.484 1.128 -0.23
H -0.356 -1.254 -2.294 -0.554 0.355 0.316 -0.06
H -1.118 -0.229 -0.968 0.357 -0.053 0.377 0.04
H -1.208 0.289 -2.610 0.449 0.616 -0.421 0.02
H -2.113 -0.976 -2.127 -2.277 -1.614 -0.277 0.58
H 5.102 -7.358 6.307 -0.794 -0.361 1.595 0.19
C 1.878 1.043 -0.818 3.100 -2.409 -2.750 0.39
O 0.937 1.279 -0.119 -2.422 0.307 1.431 -0.12
N 2.258 -0.262 -1.003 -1.478 -1.817 0.835 0.15
N 2.652 1.850 -1.540 -1.104 2.290 1.118 0.32
H 2.944 -0.694 -1.582 0.711 0.774 -0.692 -0.21
H 1.509 -0.922 -0.850 -0.009 0.170 0.371 0.14
H 3.396 1.482 -2.036 1.611 -0.861 -1.148 0.10
H 2.608 2.851 -1.445 -0.127 0.194 0.072 -0.11
C -4.733 0.451 -2.549 0.620 0.965 -0.901 0.52
O -4.051 1.222 -1.881 0.056 -0.090 0.264 -0.58
N -4.241 -0.081 -3.753 -1.228 -0.543 1.116 -0.38
N -6.005 0.157 -2.257 -1.175 -2.061 -2.280 -0.30
H -4.900 -0.702 -4.242 0.951 0.862 -0.095 0.17
H -3.623 0.552 -4.236 0.010 -0.336 -0.237 0.20
H -6.558 -0.397 -2.930 0.686 0.596 0.693 0.16
H -6.518 0.437 -1.465 -0.047 0.721 1.350 0.20
C 0.482 4.790 7.299 3.258 -0.017 2.844 0.55
O -0.280 4.127 6.650 -0.879 0.142 -0.775 -0.67
N 1.862 4.484 7.404 -1.147 0.731 -0.108 -0.38
N 0.135 5.758 8.223 -0.163 -0.272 -1.315 -0.44
H 2.601 5.084 7.745 -0.684 0.172 -0.042 0.21
H 2.170 3.656 6.968 0.092 -0.939 -0.703 0.21
H -0.830 5.979 8.232 -0.685 0.304 0.248 0.22
H 0.701 5.994 9.014 0.127 -0.089 -0.085 0.17
C -0.792 2.165 3.462 1.212 1.835 -1.415 -0.08
O -0.175 3.079 2.845 -0.765 -0.841 1.006 -0.54
N -1.103 1.017 2.859 0.655 -1.247 -1.478 0.21
N -1.143 2.337 4.707 -0.486 0.756 2.060 0.04
H -1.892 0.475 3.140 -0.309 -0.317 0.072 -0.06
H -0.679 0.893 1.934 -0.624 -0.056 0.529 -0.08
H -0.806 3.188 5.171 -0.102 -0.456 -0.099 0.27
H -1.394 1.581 5.324 -0.012 -0.027 -0.257 0.16
C 1.816 0.118 5.992 0.324 2.714 -0.618 0.29
O 1.894 1.354 5.989 -0.494 -0.615 -0.219 -0.52
N 1.311 -0.663 4.990 0.546 -1.999 -1.157 -0.21
N 2.329 -0.594 6.999 0.393 -0.264 1.294 -0.49
H 2.038 -1.283 4.584 -0.940 0.443 0.557 0.23
H 0.633 -0.386 4.297 0.279 0.918 0.154 0.12
H 1.815 -1.438 7.169 0.276 -0.344 0.423 0.25
H 2.643 -0.027 7.792 -0.238 -0.618 -0.514 0.26
C 3.658 2.814 2.682 -1.095 -0.577 1.226 -0.35
O 2.566 2.631 2.130 0.704 -0.535 0.362 0.12
N 3.837 2.515 3.990 -0.393 0.016 -0.930 -0.19
N 4.748 3.207 2.055 0.079 0.010 -1.811 -0.15
H 3.009 2.291 4.466 -1.152 -0.538 1.043 -0.01
H 4.619 2.806 4.508 0.817 0.398 0.492 0.16
H 5.526 3.439 2.594 1.327 0.643 0.530 0.20
H 4.582 3.637 1.166 0.227 0.334 -0.400 0.27
C 5.159 -0.170 -4.696 1.225 0.689 -1.329 0.48
O 4.553 0.566 -3.957 -0.857 0.972 1.378 -0.53
N 6.220 0.355 -5.468 -0.529 0.927 1.872 -0.53
N 4.747 -1.437 -4.934 -0.071 -0.728 0.224 -0.22
H 6.780 1.099 -4.996 -1.079 -0.921 -0.556 0.28
H 6.790 -0.276 -5.950 0.817 -1.079 -0.812 0.20
H 5.439 -2.141 -5.148 -0.138 0.081 -0.175 0.31
H 4.000 -1.764 -4.310 0.502 0.014 -0.367 0.02
C -2.269 4.159 0.572 0.121 0.372 1.147 0.47
O -1.096 4.517 0.512 0.195 1.166 -0.750 -0.49
N -2.770 3.300 -0.304 0.949 -0.296 -1.901 0.22
N -2.995 4.601 1.614 -2.131 -0.305 0.353 -0.33
H -3.661 2.849 -0.298 -0.263 -0.040 0.040 0.07
H -2.148 3.162 -1.135 -0.993 -0.278 1.008 -0.15
H -2.680 5.257 2.282 1.416 0.447 0.248 0.22
H -3.986 4.708 1.558 -0.550 -0.537 -0.448 0.18
C 0.080 4.148 -2.436 -0.647 0.030 -0.473 0.11
O 0.881 4.116 -1.484 -0.637 0.292 -2.223 -0.34
N -0.575 2.926 -2.846 1.416 2.355 1.463 0.67
N -0.212 5.320 -3.104 -0.719 -1.843 -0.343 -0.27
H 0.177 2.268 -2.731 -0.168 -1.048 -0.143 -0.67
H -1.053 2.814 -3.728 0.263 0.339 -0.388 -0.06
H -0.831 5.270 -3.911 0.350 0.101 0.517 0.15
H 0.061 6.224 -2.776 0.282 -0.002 0.375 0.22
C 5.581 -0.513 0.399 0.505 0.830 0.596 -0.51
C 4.474 -0.587 1.450 -0.852 0.099 -0.003 0.60
O 4.686 -0.049 2.764 -0.210 -2.615 -0.413 -0.52
H 6.601 -0.647 0.819 -0.619 0.027 -0.308 0.38
H 5.497 0.476 -0.104 0.432 -0.524 0.323 0.18
H 5.394 -1.262 -0.361 0.151 -0.086 -0.042 -0.11
H 4.070 -1.618 1.577 0.706 0.510 0.271 0.34
H 3.650 -0.069 0.966 -0.356 0.212 0.317 -0.37
H 4.986 0.834 2.793 0.408 1.436 -0.526 0.33
C 4.947 -3.608 -1.868 0.395 1.414 -0.729 -0.79
C 3.658 -4.207 -2.334 -0.638 -0.743 -1.286 -0.32
O 3.048 -3.362 -3.312 -0.526 0.363 -0.769 -0.23
H 5.608 -3.208 -2.679 -0.884 -0.158 0.315 0.25
H 5.590 -4.337 -1.417 0.036 -0.333 0.896 0.45
H 4.659 -2.755 -1.201 0.726 -0.871 -0.387 -0.34
H 2.994 -4.225 -1.503 -0.606 -0.357 0.983 0.34
H 3.695 -5.238 -2.745 0.444 0.485 0.251 0.37
H 2.227 -3.767 -3.684 0.823 0.012 0.718 0.14
C 2.358 0.944 -6.833 -0.704 -0.281 0.299 -1.59
C 1.361 1.383 -5.706 0.901 0.847 -0.901 0.79
C 0.010 1.257 -6.319 -1.668 0.614 -0.726 -1.28
O -1.054 2.011 -5.672 0.623 -0.209 -0.295 -0.11
C -1.923 2.559 -6.652 1.046 0.863 0.480 -1.07
N 1.463 0.729 -4.404 0.136 0.603 -0.212 0.31
H 3.360 1.098 -6.488 0.664 -0.226 0.193 0.28
H 2.239 1.564 -7.728 -0.119 0.028 0.185 0.50
H 2.195 -0.101 -7.150 0.186 0.267 0.282 0.30
H 1.581 2.472 -5.587 -0.314 -0.658 0.273 0.07
H -0.347 0.233 -6.375 0.177 -0.569 0.217 0.32
H 0.019 1.584 -7.383 0.359 0.004 0.656 0.55
H -2.249 1.805 -7.342 -0.192 -0.309 -0.589 0.43
H -1.446 3.433 -7.155 -0.171 -0.720 -0.054 0.35
H -2.755 2.950 -6.119 -0.954 0.258 0.409 0.28
H 1.266 -0.254 -4.479 -0.146 -0.447 -0.125 0.03
H 2.417 0.808 -4.059 -0.065 -0.024 -0.081 -0.22
C 0.072 -8.273 -3.220 -0.441 1.749 -1.217 -1.49
C 0.177 -6.946 -2.443 -1.292 -0.096 0.346 0.82
C -0.371 -5.718 -3.238 -0.788 0.208 -0.335 -0.74
O 0.608 -5.107 -4.069 0.914 -0.782 0.464 -0.28
C 0.104 -4.511 -5.223 0.538 0.566 -0.058 -1.04
N -0.486 -7.000 -1.146 -1.492 -0.974 0.016 -0.57
H 0.831 -8.205 -3.994 0.209 -0.110 -0.225 0.34
H -0.877 -8.305 -3.792 0.270 -0.420 0.710 0.33
H 0.300 -9.151 -2.656 -0.196 -0.505 0.568 0.48
H 1.197 -6.815 -2.226 1.686 0.638 -0.251 -0.05
H -0.758 -4.950 -2.562 0.224 -0.136 0.419 0.30
H -1.271 -5.926 -3.880 0.711 -0.545 0.511 0.37
H 0.963 -4.214 -5.840 -0.310 0.123 0.182 0.27
H -0.522 -3.666 -4.962 -0.120 0.577 -0.066 0.37
H -0.500 -5.178 -5.792 -0.505 -0.800 -0.537 0.49
H -0.174 -6.429 -0.382 0.403 0.157 -0.201 0.18
H -0.772 -7.922 -0.812 0.327 0.545 -0.348 0.18
C -1.753 -3.080 4.073 -0.116 -2.507 -0.897 -2.07
C -3.103 -2.819 3.479 -0.634 0.811 -1.107 1.61
C -3.511 -3.880 2.414 1.589 0.716 2.413 -1.08
O -4.819 -3.686 2.119 -1.408 -0.040 -1.196 -0.17
C -5.434 -4.837 1.533 0.819 1.394 -0.513 -0.91
N -4.112 -2.718 4.542 -0.460 -0.983 -0.686 -0.66
H -1.649 -2.435 4.864 0.677 1.706 1.882 0.65
H -0.899 -3.045 3.402 -0.091 0.329 -0.270 0.33
H -1.719 -4.103 4.507 -0.113 0.360 -0.144 0.40
H -3.113 -1.806 3.040 0.112 -0.398 -0.350 -0.47
H -3.411 -4.837 2.908 0.278 -0.734 0.287 0.40
H -2.784 -3.859 1.623 0.080 0.094 -1.082 0.43
H -5.388 -5.655 2.259 -0.138 -0.203 -0.523 0.36
H -4.984 -5.004 0.531 0.101 -0.600 0.717 0.32
H -6.409 -4.470 1.307 -1.099 -0.344 0.163 0.24
H -5.032 -2.798 4.038 1.071 0.151 0.845 0.29
H -3.989 -3.613 5.014 -0.511 0.041 0.485 0.33
C -5.975 -0.847 0.872 0.052 0.500 -0.329 -1.03
C -6.237 0.542 1.481 0.715 -0.874 -0.139 0.86
C -5.086 0.928 2.393 0.629 0.381 -0.223 -0.53
O -4.837 -0.052 3.390 0.757 0.371 -0.770 -0.04
C -5.803 -0.126 4.367 -0.895 0.147 2.925 -1.09
N -6.404 1.463 0.394 -1.001 1.423 -0.336 -0.61
H -6.855 -1.236 0.359 -0.100 0.086 0.029 0.29
H -5.697 -1.516 1.644 0.149 -0.826 0.726 0.16
H -5.139 -0.870 0.147 -0.290 0.390 0.311 0.01
H -7.106 0.495 2.119 -0.674 0.040 -0.145 0.47
H -5.205 1.948 2.817 -0.378 -0.455 0.206 0.39
H -4.187 1.051 1.762 0.006 -0.513 0.287 -0.15
H -6.673 -0.765 4.232 -0.250 -0.166 -1.141 0.35
H -6.201 0.860 4.674 0.204 -0.067 -0.338 0.39
H -5.424 -0.585 5.311 0.499 0.496 -0.853 0.26
H -6.825 2.376 0.633 0.476 -0.830 -0.039 0.28
H -5.526 1.604 -0.086 0.195 0.133 -0.127 -0.10